Record 1
40
Properties=species:S:1:pos:R:3 method="wB97M-V/def2-TZVPD" energy_ev=-48483.0922 homo_ev=-7.5 de_lowest_kcal_mol=26.0 orbital_gap_ev=10.1 lumo_energy_ev=2.7 charge=-1
P -23.5649 -26.5771 -15.4539
F -25.1242 -26.8585 -15.3477
F -23.5914 -26.5803 -17.1351
F -23.6783 -24.9915 -15.3949
F -21.9586 -26.3842 -15.5385
F -23.3128 -26.4987 -13.8392
F -23.4058 -28.1723 -15.4843
O -23.7915 -26.2897 -19.9163
H -24.3171 -27.0890 -19.9485
H -23.5370 -26.2067 -18.9973
O -23.6791 -31.3216 -15.9580
H -23.9577 -32.2131 -15.7486
H -24.3962 -30.7674 -15.6499
O -23.2972 -23.3782 -17.6804
H -23.4393 -22.6239 -17.1085
H -23.5351 -24.1344 -17.1438
O -19.5596 -27.6366 -13.9464
H -20.1604 -26.8916 -13.9297
H -19.0299 -27.5002 -14.7319
O -21.6098 -25.7120 -11.3193
H -20.9061 -25.2154 -10.9017
H -21.8676 -25.1776 -12.0705
O -21.9573 -24.0420 -13.6105
H -22.4552 -24.6810 -14.1204
H -21.9396 -23.2581 -14.1595
O -28.3515 -26.7155 -14.6023
H -28.4299 -27.0666 -13.7152
H -27.6014 -26.1223 -14.5602
O -22.1130 -29.1892 -17.8912
H -22.7735 -29.8094 -17.5823
H -22.3322 -28.3671 -17.4527
O -26.2938 -25.0580 -13.6268
H -25.5746 -25.4140 -14.1485
H -26.1282 -25.3778 -12.7399
O -21.8233 -29.9389 -14.2678
H -22.1012 -29.0249 -14.3277
H -22.4105 -30.4076 -14.8607
O -25.7827 -29.7334 -15.1298
H -26.2525 -29.5126 -15.9339
H -25.0612 -29.1054 -15.0931



Record 2
40
Properties=species:S:1:pos:R:3 method="wB97M-V/def2-TZVPD" energy_ev=-48464.8978 homo_ev=-7.2 de_lowest_kcal_mol=445.6 orbital_gap_ev=9.9 lumo_energy_ev=2.7 charge=-1
P 0.2605 -0.0750 0.0215
F 1.7046 0.7329 -0.2617
F 0.6892 -1.1808 -1.1381
F 1.0572 -0.9468 1.1476
F -1.0702 -0.9639 0.3996
F -0.2018 0.8558 1.3338
F -0.4626 0.8713 -1.0839
O -1.0516 2.9262 -1.9208
H -1.2592 2.0701 -2.2952
H -0.1704 2.8237 -1.5613
O 2.4238 -0.8103 -2.0494
H 2.1823 -1.6255 -2.4890
H 1.8002 -0.7332 -1.3273
O 2.9993 -1.0301 0.2736
H 2.0734 -1.2311 0.1375
H 3.2081 -0.3891 -0.4059
O 1.8855 0.8087 2.4422
H 1.3212 0.3525 1.8179
H 1.3567 0.8784 3.2371
O 1.1935 1.8574 -1.9232
H 1.8900 1.4583 -2.4446
H 1.1781 1.3477 -1.1131
O -2.3330 1.1168 -0.1797
H -2.1121 1.4839 0.6763
H -1.5124 0.7409 -0.4986
O -3.1884 -1.1018 0.8102
H -2.9197 -0.2049 0.6115
H -3.4477 -1.4676 -0.0355
O -0.0401 -2.8855 0.1220
H -0.7525 -2.6357 -0.4664
H 0.5326 -2.1188 0.1445
O -0.0767 2.0153 3.3360
H -0.2405 1.0829 3.1949
H 0.0989 2.3632 2.4617
O -1.7891 -1.7316 2.5089
H -1.7624 -1.2178 1.7017
H -2.4279 -2.4223 2.3327
O -0.2124 -0.4857 -2.8420
H -0.1302 -0.8596 -1.9647
H -0.6942 0.3309 -2.7106



Record 3
43
Properties=species:S:1:pos:R:3 method="wB97M-V/def2-TZVPD" energy_ev=-50563.4263 homo_ev=-7.6 de_lowest_kcal_mol=24.9 orbital_gap_ev=9.7 lumo_energy_ev=2.1 charge=-1
P 0.2343 0.2165 -0.3142
F -0.7739 0.3768 1.0181
F 1.0024 -0.9977 0.3847
F -0.9215 -0.8221 -0.8785
F 1.1932 0.0059 -1.6189
F -0.4052 1.4442 -1.0935
F 1.2313 1.2209 0.3517
O 3.0455 2.4663 -2.5214
H 2.7423 1.7452 -1.9697
H 2.7724 2.2228 -3.4060
O -2.0676 -3.7481 -1.3460
H -1.3280 -3.5504 -0.7715
H -2.3393 -4.6303 -1.0927
O -0.3163 -1.1283 3.5815
H 0.5655 -1.1755 3.2120
H -0.8977 -1.2561 2.8319
O -0.5216 2.0717 3.6143
H 0.1044 1.7302 4.2528
H -0.2600 1.6727 2.7845
O 3.5468 0.1073 1.4164
H 2.6006 0.2306 1.3398
H 3.9222 0.7527 0.8175
O 4.0507 -0.6353 -3.9819
H 4.7631 -0.9646 -3.4339
H 3.2748 -0.6873 -3.4239
O -3.2186 -1.1209 1.6762
H -4.0250 -1.6300 1.7585
H -2.5385 -1.7738 1.5107
O 1.2850 4.2701 -0.7228
H 1.6840 3.9335 -1.5251
H 1.1339 3.4926 -0.1854
O 3.1318 -1.8903 -1.1820
H 3.3202 -2.2933 -0.3344
H 2.6280 -1.1051 -0.9677
O -3.4979 1.3898 2.8344
H -2.6386 1.6699 2.5192
H -3.5375 0.4565 2.6257
O -3.1928 0.6729 -0.6431
H -2.3277 0.9288 -0.9629
H -3.0592 0.4842 0.2858
O -3.5821 -1.3045 -2.5074
H -3.2104 -2.1258 -2.1857
H -3.5727 -0.7228 -1.7472